The following is a DFT calculation (ωB97M-V with the def2-TZVPD basis set) of a structure of composition C11H16OSSi in a non-equilibrium geometry.

Calculated values
DFT total energy ... -1191.53654 a.u.
LUMO energy (spin up / spin down) ... -0.0865 / -0.0848 eV
Highest occupied orbital energy (spin up / spin down) ... -8.27 / -8.27 eV
Energy relative to the best compared isomer or geometry (same formula, charge and spin) ... 19.5 kcal/mol

Positions of all 30 atoms, in Å:
1 C 3.940 -1.688 0.567
2 C 3.080 -1.683 -0.513
3 C 4.127 -0.459 1.237
4 C 2.424 -0.564 -0.960
5 C 3.324 0.659 0.836
6 C 2.520 0.594 -0.236
7 C -0.007 1.985 1.460
8 C -0.266 1.497 0.294
9 C -3.290 0.837 0.396
10 C -1.767 0.511 -2.339
11 C -1.326 -1.378 0.525
12 O 2.059 3.328 -0.185
13 Si -1.630 0.354 -0.348
14 S 1.690 2.111 -0.972
15 H 4.365 -2.574 0.806
16 H 3.014 -2.657 -1.009
17 H 4.764 -0.239 2.076
18 H 1.590 -0.687 -1.723
19 H 3.522 1.616 1.300
20 H 0.928 2.382 1.809
21 H -0.617 1.537 2.305
22 H -3.916 0.023 0.159
23 H -3.392 1.152 1.515
24 H -3.601 1.693 -0.214
25 H -2.342 -0.286 -2.755
26 H -2.266 1.507 -2.634
27 H -0.655 0.621 -2.612
28 H -1.342 -1.307 1.559
29 H -1.952 -2.201 0.366
30 H -0.377 -1.711 0.222